One molecule with the formula C4H5FOS in a non-equilibrium geometry. Source: OMol25; level of theory: wB97M-V/def2-TZVPD.

```
! RIJCOSX wB97M-V def2-TZVPD def2/J DEFGRID3
* xyz 0 1
C 0.856 0.288 1.611
O 1.026 0.225 0.166
C -0.076 -0.053 -0.587
C 0.257 -0.096 -1.996
S -0.671 -0.367 -3.277
C -1.294 -0.299 -0.039
F -2.348 -0.578 -0.803
H 0.448 -0.620 2.021
H 0.151 1.123 1.876
H 1.810 0.568 2.079
H 1.333 0.069 -2.078
H -1.492 -0.260 1.026
*
```

Computed properties:
E_LUMO   -0.650 eV
HOMO   -0.319 hartree
Gap between HOMO and LUMO   8.02 eV